Entry a
C3H3N2P | the ωB97M-V functional and the def2-TZVPD basis

Atoms and positions in Å:
N (-2.58, -1.75, -0.18)
C (-2.06, -0.75, 0.07)
C (-1.42, 0.47, 0.28)
P (0.39, 0.32, -0.03)
C (2.53, -0.37, 0.11)
N (3.64, -0.52, -0.06)
H (-1.66, 0.95, 1.23)
H (0.78, 1.64, -0.03)
H (0.39, 0.02, -1.38)

Calculated values
LUMO (spin up / spin down): -2.6002 / -2.6006 eV
E_HOMO (spin up / spin down): -10.15 / -10.15 eV
Net charge: 0
Kohn-Sham gap (spin up / spin down): 7.55 / 7.55 eV
SMILES: N#CC=[PH2]C#N

Mulliken atomic charge list, values in e, 2 entries: -0.32 0.30

---

Entry b
C3H3N2P | the ωB97M-V functional and the def2-TZVPD basis

Atoms and positions in Å:
C (0.79, 0.07, -1.42)
C (-2.05, 0.09, -0.71)
C (0.55, -0.33, 1.16)
N (1.22, 0.93, -2.01)
N (-2.93, 0.81, -0.82)
P (0.35, -1.28, -0.42)
H (0.18, 0.73, 1.10)
H (1.58, -0.10, 1.10)
H (0.31, -0.90, 2.02)

Calculated values
LUMO (spin up / spin down): -3.1422 / -3.1412 eV
E_HOMO (spin up / spin down): -10.85 / -10.86 eV
Net charge: 0
Kohn-Sham gap (spin up / spin down): 7.71 / 7.71 eV

Mulliken atomic charge list, values in e, 2 entries: 0.36 -0.08

---

If you had to bet on the most stable structure above, which would it be? Bet on entry b.